# 1
{"formula": "C3H13NO2S", "method": "ωB97M-V with the def2-TZVPD basis set", "homo_ev": -8.75, "energy_ev": -19739.4450, "e_lumo_ev": 0.41, "e_above_lowest_kcal_mol": 69.1, "charge": 0, "orbital_gap_ev": 9.2, "smiles": "CNCCS.O.O", "symbols": ["C", "N", "C", "C", "S", "H", "H", "H", "H", "H", "H", "H", "H", "H", "O", "H", "H", "O", "H", "H"], "coordinates": [[-1.8292, 0.0468, -0.2945], [-0.6472, 0.9503, -0.1339], [0.2759, 0.7990, 1.0071], [1.5488, -0.1389, 0.7126], [1.7487, -1.4190, 1.9488], [-2.6702, 0.7255, 0.2900], [-1.5861, -1.0475, 0.1471], [-2.1553, -0.0981, -1.2834], [-0.2117, 0.9110, -0.9634], [0.5103, 1.8364, 1.3114], [-0.2753, 0.3472, 1.8448], [1.3580, -0.7657, -0.2328], [2.3592, 0.5402, 0.6670], [1.9586, -2.4136, 1.1650], [-1.1473, -2.9607, -1.2015], [-0.7044, -2.1920, -1.1801], [-0.6216, -3.5126, -0.5230], [0.8254, 2.7713, -1.3660], [-0.0461, 2.6082, -1.3737], [1.3096, 3.0122, -0.5414]], "mulliken_charge": [-1.072, -0.349, -0.946, -0.381, -0.206, 0.250, 0.298, 0.404, 0.474, 0.404, 0.460, 0.247, 0.338, 0.088, -0.634, 0.278, 0.346, -0.645, 0.337, 0.308]}

# 2
{"formula": "C3H13NO3", "method": "ωB97M-V with the def2-TZVPD basis set", "homo_ev": -9.35, "energy_ev": -10952.2544, "e_lumo_ev": 0.69, "e_above_lowest_kcal_mol": 58.0, "charge": 0, "orbital_gap_ev": 10.0, "smiles": "CCNCO.O.O", "symbols": ["C", "C", "N", "C", "O", "H", "H", "H", "H", "H", "H", "H", "H", "H", "O", "H", "H", "O", "H", "H"], "coordinates": [[2.3523, -2.0354, -1.1244], [2.5171, -0.9853, -0.0394], [1.8062, 0.3439, -0.1462], [0.5101, 0.4700, 0.3283], [0.3190, 0.5297, 1.7675], [2.9517, -2.9134, -0.8378], [1.2563, -2.1718, -1.5370], [2.9465, -1.7669, -2.0406], [3.6799, -0.9085, 0.0681], [2.2636, -1.3846, 0.9367], [2.4313, 1.0183, 0.2128], [-0.2383, 1.4051, 0.0947], [0.0673, -0.4607, 0.2129], [-0.3093, -0.1433, 1.9756], [-3.1137, 3.6586, 3.9490], [-2.8129, 2.7813, 4.2849], [-3.5033, 3.3434, 3.1576], [-3.1068, -1.9440, -4.5030], [-2.7423, -1.3423, -5.1787], [-3.6998, -2.5135, -5.0202]], "mulliken_charge": [-0.919, -0.402, -0.327, -0.355, -0.513, 0.317, 0.234, 0.267, 0.314, 0.353, 0.246, 0.226, 0.269, 0.291, -0.625, 0.319, 0.306, -0.646, 0.324, 0.322]}

# 3
{"formula": "C3H13NO3", "method": "ωB97M-V with the def2-TZVPD basis set", "homo_ev": -9.83, "energy_ev": -10951.5114, "e_lumo_ev": 0.49, "e_above_lowest_kcal_mol": 75.2, "charge": 0, "orbital_gap_ev": 10.3, "smiles": "CNCCO.O.O", "symbols": ["C", "N", "C", "C", "O", "H", "H", "H", "H", "H", "H", "H", "H", "H", "O", "H", "H", "O", "H", "H"], "coordinates": [[-1.5990, -0.5988, 0.3852], [-0.4646, 0.4468, 0.3827], [-0.2442, 0.7565, -1.0421], [-0.0553, 2.3518, -1.2382], [1.3616, 2.6733, -1.3540], [-2.0596, -0.7463, 1.4166], [-1.3259, -1.7194, 0.0392], [-2.3448, -0.2804, -0.1503], [-0.7552, 1.2019, 0.9379], [0.6094, 0.2068, -1.5953], [-1.0426, 0.6994, -1.8122], [-0.5469, 2.8619, -2.0112], [-0.3520, 2.9116, -0.3123], [1.9223, 1.9512, -0.7330], [0.8142, -1.3006, 2.6036], [0.8595, -0.5606, 2.0289], [1.3535, -1.9599, 2.0954], [1.5484, -3.2607, 0.2530], [1.7966, -2.6063, -0.3400], [0.5247, -3.0283, 0.4459]], "mulliken_charge": [-1.067, -0.188, -0.635, -0.275, -0.576, 0.296, 0.151, 0.638, 0.277, 0.307, 0.239, 0.344, 0.169, 0.330, -0.656, 0.315, 0.350, -0.681, 0.318, 0.344]}

# 4
{"formula": "C3H13NO3", "method": "ωB97M-V with the def2-TZVPD basis set", "homo_ev": -9.62, "energy_ev": -10952.9907, "e_lumo_ev": 0.40, "e_above_lowest_kcal_mol": 41.1, "charge": 0, "orbital_gap_ev": 10.0, "smiles": "C[C@H](N)CO.O.O", "symbols": ["C", "C", "N", "C", "O", "H", "H", "H", "H", "H", "H", "H", "H", "H", "O", "H", "H", "O", "H", "H"], "coordinates": [[-1.9658, -1.4083, 0.6564], [-0.8809, -1.3208, -0.3827], [0.2076, -2.3686, -0.2449], [-0.2441, 0.0133, -0.5928], [0.6516, -0.0908, -1.7116], [-1.9012, -2.4891, 0.8082], [-1.8254, -0.8288, 1.5894], [-3.0151, -1.1643, 0.1231], [-1.4043, -1.4776, -1.3879], [1.0695, -1.9121, -0.3196], [0.3798, -2.6653, 0.6647], [-0.9857, 0.8291, -0.7763], [0.4522, 0.2663, 0.2989], [0.1928, -0.7136, -2.3197], [-0.9489, 2.0207, 2.3996], [-0.3108, 1.3899, 2.0275], [-0.3565, 2.7003, 2.8410], [2.7307, 2.2448, -0.5832], [1.9433, 2.5842, -0.0989], [3.3855, 2.9578, -0.6601]], "mulliken_charge": [-1.220, 0.417, -0.646, -0.297, -0.491, 0.382, 0.269, 0.279, 0.159, 0.275, 0.233, 0.288, 0.005, 0.339, -0.628, 0.318, 0.317, -0.609, 0.308, 0.302]}

# 5
{"formula": "C3H13NO3", "method": "ωB97M-V with the def2-TZVPD basis set", "homo_ev": -9.47, "energy_ev": -10953.9317, "e_lumo_ev": 0.83, "e_above_lowest_kcal_mol": 19.4, "charge": 0, "orbital_gap_ev": 10.3, "smiles": "CNCCO.O.O", "symbols": ["C", "N", "C", "C", "O", "H", "H", "H", "H", "H", "H", "H", "H", "H", "O", "H", "H", "O", "H", "H"], "coordinates": [[0.1924, 2.4953, 0.1389], [0.6113, 1.0941, 0.1284], [0.1449, 0.4235, 1.3358], [0.2327, -1.1000, 1.3219], [-0.8799, -1.6629, 0.6706], [-0.8527, 2.5350, -0.0405], [0.5170, 2.9787, 1.0711], [0.8047, 2.9983, -0.6045], [1.6335, 1.1084, 0.2361], [-0.8757, 0.6246, 1.5339], [0.5967, 0.7681, 2.2677], [0.2779, -1.4639, 2.3547], [1.0800, -1.4445, 0.8158], [-0.5415, -2.2647, -0.0312], [-1.1356, 0.1910, -2.0803], [-0.8267, 0.3692, -1.1815], [-2.0897, 0.3167, -2.0846], [0.5372, -2.6561, -1.5917], [-0.0168, -1.9876, -1.9784], [0.5904, -3.3232, -2.2821]], "mulliken_charge": [-0.994, -0.391, -0.774, -0.480, -0.544, 0.307, 0.383, 0.332, 0.286, 0.372, 0.506, 0.297, 0.334, 0.385, -0.672, 0.379, 0.308, -0.657, 0.321, 0.301]}

# 6
{"formula": "C3H13NO3", "method": "ωB97M-V with the def2-TZVPD basis set", "homo_ev": [-13.64, -13.64], "energy_ev": -10944.8242, "e_lumo_ev": [-3.46, -8.86], "e_above_lowest_kcal_mol": 45.6, "multiplicity": 2, "charge": 1, "orbital_gap_ev": [10.2, 4.8], "symbols": ["C", "C", "C", "O", "N", "H", "H", "H", "H", "H", "H", "H", "H", "H", "H", "H", "O", "H", "H", "O"], "coordinates": [[-1.2827, 0.5737, 0.7902], [-0.0491, 0.8376, -0.1156], [0.8024, -0.3985, -0.0859], [1.8953, -0.4560, -1.0127], [-2.0656, 1.7002, 1.1531], [-1.9502, 0.0102, 0.1062], [-1.0740, -0.0509, 1.6559], [-0.4171, 1.2367, -1.0703], [0.6005, 1.6056, 0.3494], [1.1339, -0.5018, 0.9444], [0.1922, -1.2684, -0.3440], [2.6736, -0.2188, -0.5022], [-1.8056, 2.1726, 2.0324], [-2.1635, 2.5259, 0.5482], [1.4200, 0.7227, -3.9285], [1.5822, 0.3835, -2.4412], [1.5789, 1.1306, -3.0706], [-0.7755, -3.6799, 2.2414], [0.1793, -3.3642, 1.0928], [-0.4749, -2.9610, 1.6568]], "mulliken_spin": [0.042, 0.124, 0.012, 0.033, 0.759, 0.063, -0.006, -0.005, 0.000, 0.001, 0.003, -0.005, -0.009, -0.012, 0.000, -0.001, 0.000, 0.000, 0.000, 0.000]}

# 7
{"formula": "C3H13NO4", "method": "ωB97M-V with the def2-TZVPD basis set", "homo_ev": -10.73, "energy_ev": -13002.8766, "e_lumo_ev": 0.60, "e_above_lowest_kcal_mol": 6.7, "charge": 0, "orbital_gap_ev": 11.3, "smiles": "CCC(N)=O.O.O.O", "symbols": ["C", "C", "C", "N", "O", "H", "H", "H", "H", "H", "H", "H", "O", "H", "H", "O", "H", "H", "O", "H", "H"], "coordinates": [[1.3158, 1.5539, 0.5102], [1.1726, 0.6933, -0.7523], [-0.2573, 0.2335, -1.0049], [-0.4793, -0.2641, -2.2361], [-1.1401, 0.3208, -0.1627], [1.3390, 2.6116, 0.2382], [0.4900, 1.4358, 1.1955], [2.2489, 1.3390, 1.0322], [1.7580, -0.2280, -0.6482], [1.5456, 1.2583, -1.6040], [0.1782, -0.1518, -2.9938], [-1.4141, -0.4890, -2.5336], [1.8903, -2.7344, 1.2824], [2.4866, -2.5377, 2.0133], [1.0082, -2.5661, 1.6620], [-0.4058, -1.3051, 2.1560], [-1.1406, -1.6430, 1.6257], [-0.0381, -0.5080, 1.7679], [-3.7655, 0.9281, -0.8025], [-2.8428, 0.6269, -0.7413], [-3.9496, 1.4259, -0.0039]], "mulliken_charge": [-1.149, -0.478, 0.700, -0.369, -0.805, 0.323, 0.358, 0.285, 0.307, 0.420, 0.197, 0.269, -0.646, 0.302, 0.366, -0.714, 0.328, 0.319, -0.676, 0.378, 0.285]}

# 8
{"formula": "C3H13NO4", "method": "ωB97M-V with the def2-TZVPD basis set", "homo_ev": -10.08, "energy_ev": -12999.7504, "e_lumo_ev": 0.47, "e_above_lowest_kcal_mol": 78.8, "charge": 0, "orbital_gap_ev": 10.5, "smiles": "C=CN=C.O.O.O.O", "symbols": ["C", "C", "N", "C", "H", "H", "H", "H", "H", "O", "H", "H", "O", "H", "H", "O", "H", "H", "O", "H", "H"], "coordinates": [[1.2828, 1.1757, -2.2010], [0.7110, 1.2824, -1.0527], [-0.6884, 1.0578, -0.9788], [-1.4397, 1.9617, -1.4640], [0.6522, 1.0878, -3.0459], [2.3249, 0.8788, -2.3808], [1.1875, 1.3764, -0.0949], [-2.4852, 2.0999, -1.2037], [-1.0455, 2.6386, -2.2422], [1.4555, 0.0699, 2.7405], [1.1635, -0.6545, 2.1651], [2.4338, 0.2511, 2.6880], [-1.9607, -0.3511, 1.7415], [-1.7072, 0.4071, 2.3664], [-1.8912, 0.1505, 0.8540], [0.2908, -2.8793, -0.9739], [-0.3404, -2.4778, -0.3504], [0.6058, -2.1885, -1.5739], [0.2102, -1.9119, 1.5499], [-0.1938, -2.5698, 2.0781], [-0.5659, -1.4049, 1.3788]], "mulliken_charge": [-0.572, -0.211, -0.276, -0.339, 0.281, 0.273, 0.325, 0.240, 0.304, -0.682, 0.421, 0.308, -0.771, 0.371, 0.326, -0.632, 0.302, 0.305, -0.680, 0.320, 0.386]}

# 9
{"formula": "C3H13NO4", "method": "ωB97M-V with the def2-TZVPD basis set", "homo_ev": -9.07, "energy_ev": -12998.4876, "e_lumo_ev": 0.40, "e_above_lowest_kcal_mol": 107.9, "charge": 0, "orbital_gap_ev": 9.5, "smiles": "CNCC=O.O.O.O", "symbols": ["C", "N", "C", "C", "O", "H", "H", "H", "H", "H", "H", "H", "O", "H", "H", "O", "H", "H", "O", "H", "H"], "coordinates": [[0.6767, -1.6608, 2.5277], [0.9161, -0.8990, 1.2784], [0.1743, -1.7215, 0.1625], [0.6251, -1.2237, -1.1872], [0.3846, -1.8586, -2.1728], [1.3741, -2.5427, 2.6131], [1.1410, -0.9727, 3.2071], [-0.2950, -2.0756, 2.8293], [0.8811, 0.0371, 1.4799], [-1.0058, -1.6360, 0.2957], [0.3224, -2.8370, 0.3648], [1.5490, -0.5662, -1.3267], [-1.8386, 2.1534, 0.9634], [-1.9576, 2.5975, 0.1881], [-2.4108, 2.6752, 1.4139], [2.0857, 1.6748, -0.7525], [2.2513, 1.4599, 0.1270], [1.1645, 1.5730, -0.4682], [-1.9332, 1.6804, -3.5922], [-1.3322, 2.1855, -4.1855], [-2.7728, 1.9570, -3.7658]], "mulliken_charge": [-1.040, -0.286, -0.225, -0.152, -0.442, 0.319, 0.371, 0.296, 0.206, 0.246, 0.316, 0.388, -0.548, 0.283, 0.268, -0.610, 0.331, 0.276, -0.607, 0.322, 0.289]}

# 10
{"formula": "C3H13NO4", "method": "ωB97M-V with the def2-TZVPD basis set", "homo_ev": -9.37, "energy_ev": -13000.1572, "e_lumo_ev": 0.54, "e_above_lowest_kcal_mol": 69.4, "charge": 0, "orbital_gap_ev": 9.9, "smiles": "OCCNCO.O.O", "symbols": ["O", "C", "C", "N", "C", "O", "H", "H", "H", "H", "H", "H", "H", "H", "H", "O", "H", "H", "O", "H", "H"], "coordinates": [[-1.6930, 1.5194, 0.0413], [-0.3361, 1.9554, -0.4094], [0.5801, 0.7657, -0.6355], [0.8706, 0.0069, 0.5130], [1.5061, -1.2912, 0.1694], [2.4005, -1.1240, -0.8896], [-1.9399, 0.7614, -0.5698], [-0.6039, 2.4068, -1.4157], [0.1085, 2.7186, 0.2282], [-0.0122, 0.1754, -1.3253], [1.4400, 1.0966, -1.2164], [1.4637, 0.3211, 1.1982], [1.6486, -1.7764, 1.0625], [0.6290, -1.9739, -0.2908], [3.1502, -0.6036, -0.4339], [-1.6733, -0.3142, 1.9163], [-1.2489, 0.4556, 1.4265], [-1.1415, -0.6039, 2.6267], [-1.5551, -1.3535, -1.0306], [-1.2925, -1.2308, -0.0675], [-2.3009, -1.9112, -0.8976]], "mulliken_charge": [-0.613, -0.600, -0.502, -0.087, -0.675, -0.496, 0.358, 0.331, 0.323, 0.400, 0.370, 0.212, 0.476, 0.217, 0.367, -0.659, 0.354, 0.281, -0.646, 0.259, 0.331]}

# 11
{"formula": "C3H13O3S", "method": "ωB97M-V with the def2-TZVPD basis set", "homo_ev": -3.44, "energy_ev": -20301.5765, "e_lumo_ev": 3.63, "e_above_lowest_kcal_mol": 3.1, "charge": -1, "orbital_gap_ev": 7.1, "symbols": ["C", "C", "C", "S", "H", "H", "H", "H", "H", "H", "H", "H", "H", "O", "H", "H", "O", "H", "H", "O"], "coordinates": [[1.8997, 0.3767, -1.2003], [0.6315, -0.4844, -1.1912], [-0.6864, 0.3179, -1.0358], [-0.7034, 1.3871, 0.4606], [2.0482, 0.9480, -0.2865], [1.8504, 1.0225, -2.0835], [2.7576, -0.2977, -1.2859], [0.5596, -0.9794, -2.1716], [0.7348, -1.2319, -0.3937], [-1.5288, -0.3661, -0.9996], [-0.6746, 0.9203, -1.9508], [-1.4943, -3.8015, 3.2553], [-0.5203, -2.6624, 2.8859], [-0.5592, -3.5977, 3.1764], [-2.3660, 3.7024, -1.3287], [-1.0739, 3.0057, -0.9901], [-1.4543, 3.6554, -1.6322], [0.8812, -0.6130, 2.6282], [-0.3082, -0.3418, 1.7148], [0.0062, -0.9600, 2.4288]], "mulliken_charge": [-1.100, -0.310, -0.834, -0.605, 0.303, 0.293, 0.338, 0.309, 0.293, 0.274, 0.411, 0.303, 0.416, -0.664, 0.319, 0.225, -0.669, 0.301, 0.117, -0.719]}

# 12
{"formula": "C3H13O3S", "method": "ωB97M-V with the def2-TZVPD basis set", "homo_ev": -2.95, "energy_ev": -20300.6371, "e_lumo_ev": 3.15, "e_above_lowest_kcal_mol": 24.8, "charge": -1, "orbital_gap_ev": 6.1, "symbols": ["C", "C", "C", "S", "H", "H", "H", "H", "H", "H", "H", "H", "H", "O", "H", "H", "O", "H", "H", "O"], "coordinates": [[-0.0496, 1.3367, -0.4373], [0.2367, -0.1003, 0.0436], [-0.8851, -0.7461, 0.8361], [-0.6863, -0.7312, 2.6892], [0.6401, 1.6708, -1.2126], [0.1162, 2.0314, 0.3866], [-1.0947, 1.4005, -0.7402], [0.3478, -0.6965, -0.8723], [1.0953, -0.0609, 0.7122], [-0.9768, -1.8140, 0.6373], [-1.8607, -0.3012, 0.6025], [1.7478, -1.1219, -3.1812], [2.5668, -1.9379, -2.1889], [2.5817, -1.5678, -3.0516], [1.1226, -0.0394, 3.8616], [1.0817, 1.2836, 4.6981], [1.6044, 0.4796, 4.5602], [-2.9559, -0.1839, -2.0476], [-1.9309, 0.7829, -2.4985], [-2.7012, 0.3155, -2.7973]], "mulliken_charge": [-1.149, 0.137, -0.713, -0.658, 0.296, 0.313, 0.231, -0.092, 0.343, 0.270, 0.167, 0.322, 0.330, -0.650, 0.217, 0.309, -0.684, 0.335, 0.338, -0.663]}